Version a
Formula: C21H28N4O4
Source: the Open Molecules 2025 dataset
Level of theory: the ωB97M-V functional and the def2-TZVPD basis

Geometry as ORCA input:
```
! wB97M-V def2-TZVPD RIJCOSX def2/J DEFGRID3
* xyz 0 1
C -6.9238 -3.1682 -0.3327
O -6.1318 -2.4336 -1.2359
C -6.5953 -1.1165 -1.4328
C -6.4830 -0.2031 -0.2047
O -7.4595 0.3984 0.2037
N -5.2763 -0.1130 0.3927
C -4.0374 -0.6846 -0.0810
C -3.0916 0.4243 -0.5462
C -2.8375 1.4076 0.6031
O -2.0669 2.5184 0.1829
C -0.7203 2.4086 0.0302
C 0.0410 1.2750 0.2984
C 1.4142 1.3020 0.1248
C 2.0550 2.4490 -0.3246
C 3.5261 2.5129 -0.5624
O 4.0171 3.2106 -1.4315
N 4.2705 1.7762 0.2930
C 5.6813 1.5515 0.0965
C 5.9856 0.0891 0.0717
C 7.1626 -0.5439 -0.3586
C 6.9402 -1.8908 -0.1622
C 7.7977 -3.0737 -0.4230
N 5.6956 -1.9993 0.3558
C 5.0045 -3.1987 0.7241
N 5.1115 -0.8088 0.5024
C 1.2851 3.5735 -0.6176
C -0.0780 3.5599 -0.4345
C -4.1779 1.9539 1.0988
C -5.0992 0.8041 1.5011
H -6.4828 -4.1613 -0.2751
H -6.9291 -2.7089 0.6618
H -7.9571 -3.2445 -0.6893
H -6.0038 -0.7014 -2.2542
H -7.6544 -1.1179 -1.7255
H -4.2279 -1.3928 -0.8839
H -3.5749 -1.2304 0.7516
H -2.1547 -0.0092 -0.8977
H -3.5418 0.9741 -1.3751
H -2.3338 0.8909 1.4342
H -0.4175 0.3604 0.6415
H 1.9763 0.3982 0.3136
H 3.8255 1.1485 0.9430
H 6.2555 2.0320 0.9022
H 5.9638 2.0238 -0.8495
H 8.0405 -0.0792 -0.7568
H 7.9862 -3.6259 0.4981
H 7.3178 -3.7506 -1.1303
H 8.7485 -2.7526 -0.8381
H 4.8725 -3.8516 -0.1416
H 4.0290 -2.9130 1.1114
H 5.5551 -3.7419 1.4953
H 1.7829 4.4555 -0.9905
H -0.6810 4.4283 -0.6473
H -4.0145 2.6181 1.9474
H -4.6369 2.5332 0.2968
H -6.0844 1.1811 1.7793
H -4.6688 0.2562 2.3473
*
```

Properties
SMILES string = COCC(=O)N1CCC(Oc2ccc(C(=O)NCc3cc(C)n(C)n3)cc2)CC1
LUMO energy = 0.58 eV
Frontier orbital gap = 9.13 eV

Version b
Formula: C21H28N4O4
Source: the Open Molecules 2025 dataset
Level of theory: the ωB97M-V functional and the def2-TZVPD basis

Geometry as ORCA input:
```
! wB97M-V def2-TZVPD RIJCOSX def2/J DEFGRID3
* xyz 0 1
C 2.6083 -3.6109 -8.5429
O 1.5662 -2.6097 -8.5022
C 1.1921 -2.1168 -7.2902
C 0.1699 -1.1341 -7.2683
C -0.2053 -0.5368 -6.0853
C 0.4484 -0.8493 -4.8631
C 0.1856 -0.1509 -3.6148
C 1.1167 0.4489 -2.8164
C 0.6270 1.0414 -1.5669
O -0.5379 0.9258 -1.1738
N 1.5395 1.8030 -0.8244
C 1.0603 2.4524 0.3761
C 2.9260 1.7086 -0.9871
O 3.7235 2.1924 -0.1870
N 3.3834 1.0400 -2.1271
C 4.8085 1.1846 -2.3271
C 2.5332 0.6649 -3.1888
O 2.9881 0.5487 -4.3251
C 1.4001 -1.8800 -4.8943
C 1.7662 -2.5200 -6.0617
H 2.6743 -3.8623 -9.6003
H 3.5677 -3.2063 -8.1875
H 2.3375 -4.5018 -7.9570
H -0.2827 -0.8544 -8.2185
H -0.9725 0.2393 -6.0677
H -0.8606 0.0045 -3.3450
H 1.9351 2.8417 0.8868
H 0.3766 3.2602 0.1062
H 0.5296 1.7253 0.9935
H 5.0902 0.6842 -3.2484
H 5.0662 2.2483 -2.3609
H 5.3176 0.7513 -1.4643
H 1.8672 -2.1669 -3.9545
H 2.5136 -3.3138 -6.0364
C 0.5299 -2.5535 -1.7097
C 0.0932 -2.7812 -0.4121
N -1.2464 -2.8290 -0.1023
C -2.2029 -2.6777 -1.1610
C -1.7333 -2.4682 1.2019
C -0.8708 -3.0332 2.3025
C 0.5791 -2.7498 2.0052
N 0.9309 -3.0602 0.6436
C 2.3393 -3.2224 0.4275
H 1.5842 -2.6511 -1.9321
H -0.2036 -2.5833 -2.5117
H -1.9758 -3.3818 -1.9703
H -3.1964 -2.9212 -0.7557
H -2.2037 -1.6488 -1.5619
H -1.7393 -1.3675 1.2857
H -2.7619 -2.8341 1.2897
H -1.1397 -2.5554 3.2478
H -1.0375 -4.1099 2.4083
H 0.7741 -1.6784 2.1803
H 1.2294 -3.3358 2.6631
H 2.5267 -3.8735 -0.4343
H 2.8474 -2.2560 0.2646
H 2.7601 -3.6948 1.3279
*
```

Properties
SMILES string = COc1ccc(C=C2C(=O)N(C)C(=O)N(C)C2=O)cc1.C=C1N(C)CCCN1C
LUMO energy = -0.49 eV
Frontier orbital gap = 6.75 eV

It turns out version a is the most stable, with the second structure 75.7 kJ/mol higher.

Version a
Formula: C30H90O15
Source: the Open Molecules 2025 dataset
Level of theory: the ωB97M-V functional and the def2-TZVPD basis

Geometry as ORCA input:
```
! wB97M-V def2-TZVPD RIJCOSX def2/J DEFGRID3
* xyz 0 1
C 5.7275 1.3804 -1.2215
C 4.4882 2.1716 -1.4312
O 3.4675 1.6321 -0.6069
H 6.5975 2.0086 -1.5397
H 5.7991 0.4123 -1.7221
H 5.8633 1.1726 -0.1843
H 4.2446 2.2865 -2.4746
H 4.6461 3.2114 -1.1132
H 2.7428 2.2990 -0.4889
C 0.0910 4.6653 5.2938
C 1.1231 3.6788 4.8121
O 0.8566 2.4825 5.4722
H 0.0052 4.4717 6.3788
H -0.8843 4.2591 4.8932
H 0.2784 5.6995 5.0087
H 2.1631 4.0152 5.0051
H 1.0279 3.5823 3.7238
H 1.1548 1.7074 4.9213
C -2.5529 4.3009 1.1091
C -3.2879 4.7456 -0.0998
O -4.4645 4.0298 -0.3068
H -1.5257 4.7336 1.1155
H -2.4502 3.2155 1.0612
H -3.0655 4.5855 2.0048
H -2.5559 4.5392 -0.9129
H -3.4735 5.8371 -0.1143
H -4.6102 3.7544 -1.2440
C 3.9495 -0.9164 -4.0140
C 2.7928 -1.0396 -3.0306
O 3.2479 -1.0890 -1.6851
H 3.6553 -1.1110 -5.0431
H 4.7279 -1.5562 -3.5976
H 4.3130 0.1264 -4.0878
H 2.2108 -1.9409 -3.2587
H 2.0287 -0.2494 -3.1097
H 3.3055 -0.1840 -1.3561
C 3.7575 -4.6573 -0.1462
C 3.2424 -3.6127 0.8128
O 2.2202 -4.1703 1.6714
H 3.0016 -5.1881 -0.6916
H 4.2724 -5.5005 0.3866
H 4.4142 -4.2454 -0.8681
H 2.6874 -2.8446 0.3098
H 4.0995 -3.2522 1.4169
H 2.6819 -4.8919 2.1416
C 1.0823 4.4979 -2.0524
C 0.4110 4.2437 -0.6790
O 1.1441 3.2268 0.0206
H 0.5610 5.3501 -2.5130
H 1.0193 3.6247 -2.7024
H 2.1157 4.8561 -1.9839
H -0.6076 3.9977 -0.8001
H 0.3840 5.1617 -0.0941
H 0.6451 2.7620 0.7302
C 1.1590 -5.2136 4.6332
C 0.8352 -3.7917 4.9340
O -0.5383 -3.4821 4.9678
H 0.7546 -5.8197 5.4548
H 2.1983 -5.4394 4.3984
H 0.5942 -5.5109 3.7019
H 1.3341 -3.2387 4.2010
H 1.3447 -3.5332 5.9183
H -0.6097 -2.5445 5.0451
C -3.2118 0.6621 4.9129
C -1.7142 0.6923 4.5710
O -1.1989 -0.6228 4.4587
H -3.3141 -0.1516 5.6209
H -3.7858 0.5827 3.9865
H -3.4451 1.6135 5.3905
H -1.2482 1.1864 5.4677
H -1.4021 1.2845 3.6560
H -1.5909 -1.1090 3.7176
C 3.5528 0.5449 2.7592
C 2.5923 -0.5157 3.2047
O 1.4347 0.0683 3.7181
H 3.8515 1.2233 3.5454
H 3.2268 1.1697 1.9022
H 4.4858 0.0115 2.3500
H 3.0451 -1.0178 4.0049
H 2.3800 -1.2826 2.4758
H 0.8750 -0.6547 4.0117
C -3.5217 4.1453 -5.1331
C -4.2622 3.0756 -4.3401
O -3.7049 2.8912 -3.0430
H -4.0292 4.1964 -6.1062
H -2.4679 3.9429 -5.3445
H -3.5701 5.0892 -4.5399
H -4.3637 2.1128 -4.7922
H -5.2827 3.4440 -4.2357
H -3.0749 2.1635 -3.1616
C -3.4204 -2.8648 -3.3678
C -2.3974 -2.6217 -4.5020
O -1.2233 -1.8981 -4.0713
H -3.5290 -1.9149 -2.7834
H -3.2127 -3.6173 -2.5837
H -4.4231 -3.0685 -3.7806
H -2.8993 -2.1020 -5.2809
H -2.1020 -3.5589 -4.9797
H -0.5142 -2.5454 -3.8763
C -4.1369 -3.4573 1.4856
C -3.6822 -2.8218 2.7472
O -2.3311 -2.3782 2.7097
H -3.4257 -4.2146 1.1454
H -4.2563 -2.8065 0.6218
H -5.0719 -3.9598 1.6593
H -3.8943 -3.4847 3.6533
H -4.3000 -1.9274 2.9449
H -1.7347 -3.1005 2.9725
C -0.1948 -3.9511 -1.3379
C 0.9024 -4.2812 -2.2692
O 0.4835 -3.9309 -3.6899
H -1.0399 -4.5997 -1.5389
H -0.5770 -2.9559 -1.4543
H 0.1996 -4.0747 -0.3715
H 1.2389 -5.2910 -2.2056
H 1.8372 -3.7498 -2.2063
H 0.9683 -4.4146 -4.3947
C -1.1552 1.1102 -5.8995
C -0.4418 1.0869 -4.5698
O -1.2362 0.9405 -3.4201
H -1.6905 0.0951 -6.0450
H -0.4491 1.2097 -6.7312
H -1.8954 1.9235 -5.9413
H 0.0759 2.0325 -4.4904
H 0.4028 0.3247 -4.6217
H -1.5176 0.0293 -3.3749
C -1.3894 0.2177 -0.1472
C -0.1614 0.0629 0.7097
O 0.0084 1.2041 1.6161
H -1.4001 -0.4742 -0.9847
H -1.3552 1.1107 -0.7510
H -2.3914 0.1652 0.3384
H 0.7008 -0.0940 0.0761
H -0.2185 -0.8405 1.3608
H 0.7529 1.0394 2.2024
*
```

Properties
LUMO energy = 0.31 eV
Frontier orbital gap = 9.82 eV

Version b
Formula: C30H90O15
Source: the Open Molecules 2025 dataset
Level of theory: the ωB97M-V functional and the def2-TZVPD basis

Geometry as ORCA input:
```
! wB97M-V def2-TZVPD RIJCOSX def2/J DEFGRID3
* xyz 0 1
C 23.0716 -12.4122 -30.9020
C 22.8296 -13.7548 -30.2521
O 22.9979 -14.7415 -31.2382
H 22.3667 -12.1780 -31.7004
H 24.0637 -12.2214 -31.3134
H 22.9674 -11.6202 -30.1553
H 21.8050 -13.8463 -29.8805
H 23.5046 -13.8735 -29.4001
H 23.1013 -15.6017 -30.8066
C 19.2104 -16.3326 -23.8103
C 18.5513 -16.4802 -22.4272
O 18.9097 -15.3431 -21.6051
H 18.8711 -17.0704 -24.5350
H 20.2861 -16.4797 -23.6899
H 19.1324 -15.3136 -24.1889
H 18.8904 -17.4121 -21.9726
H 17.4625 -16.4770 -22.4880
H 18.7551 -15.5813 -20.6873
C 25.8919 -13.7900 -20.4950
C 25.0826 -12.8871 -21.3886
O 24.0998 -12.2002 -20.5931
H 26.6168 -14.3360 -21.1037
H 25.2721 -14.5610 -20.0338
H 26.4023 -13.2551 -19.6953
H 24.6050 -13.4380 -22.2022
H 25.6830 -12.1126 -21.8662
H 23.3054 -12.7320 -20.4495
C 20.7125 -11.7090 -22.2275
C 19.1900 -11.6642 -22.2134
O 18.6625 -12.8930 -22.7107
H 21.1501 -11.8228 -23.2192
H 20.9693 -12.5922 -21.6400
H 21.1801 -10.8311 -21.7804
H 18.8199 -10.8647 -22.8582
H 18.7246 -11.4239 -21.2553
H 18.8325 -13.6294 -22.1043
C 18.2350 -11.6593 -30.3797
C 19.7437 -11.7169 -30.2335
O 20.1411 -11.7710 -28.8714
H 17.8023 -10.7145 -30.0518
H 17.7393 -12.4246 -29.7799
H 18.0209 -11.8815 -31.4265
H 20.0926 -10.8169 -30.7484
H 20.1907 -12.5617 -30.7558
H 19.9661 -10.9089 -28.4684
C 22.4128 -15.7421 -21.4033
C 22.1019 -15.4207 -19.9716
O 22.1980 -14.0327 -19.8049
H 23.3619 -15.3441 -21.7671
H 21.6933 -15.1613 -21.9848
H 22.4095 -16.8113 -21.6062
H 22.8438 -15.8938 -19.3183
H 21.1508 -15.7958 -19.5856
H 21.9599 -13.8051 -18.9019
C 22.3562 -14.6222 -25.1193
C 21.4405 -13.5314 -25.6898
O 21.1477 -13.8318 -27.0601
H 22.5216 -14.3685 -24.0714
H 23.2683 -14.5695 -25.7125
H 21.9644 -15.6376 -25.1817
H 21.8610 -12.5290 -25.5851
H 20.4952 -13.4271 -25.1483
H 21.2077 -12.9728 -27.4960
C 26.1487 -16.0858 -23.8272
C 26.1204 -17.1576 -22.6931
O 27.2695 -17.0443 -21.8745
H 27.0911 -16.1432 -24.3693
H 26.0476 -15.0799 -23.4152
H 25.2673 -16.1967 -24.4594
H 26.1004 -18.1405 -23.1693
H 25.2320 -17.0916 -22.0603
H 27.3653 -17.8829 -21.4163
C 19.8895 -10.3870 -25.8299
C 19.2690 -9.1296 -26.4513
O 19.4186 -9.2203 -27.8854
H 19.5700 -11.2925 -26.3437
H 19.6398 -10.3604 -24.7701
H 20.9743 -10.3367 -25.9213
H 19.7090 -8.1936 -26.1009
H 18.2143 -8.9997 -26.1978
H 19.1849 -8.3984 -28.3235
C 16.7780 -12.6049 -26.5151
C 16.8931 -13.8984 -25.7775
O 16.5611 -13.7761 -24.3821
H 17.0731 -12.7059 -27.5601
H 17.4626 -11.8615 -26.1048
H 15.7483 -12.2589 -26.4194
H 17.9227 -14.2552 -25.8592
H 16.2097 -14.6580 -26.1559
H 17.3313 -13.4710 -23.8839
C 24.3157 -16.3618 -27.5636
C 23.0957 -16.8381 -28.3518
O 23.4827 -16.9878 -29.7082
H 25.1739 -17.0155 -27.7316
H 24.1258 -16.5110 -26.4977
H 24.6034 -15.3203 -27.7020
H 22.2641 -16.1369 -28.3261
H 22.8374 -17.8075 -27.9210
H 24.1883 -17.6370 -29.7633
C 22.9526 -18.4534 -23.6717
C 23.2744 -19.3108 -24.8794
O 24.4798 -20.0055 -24.5884
H 21.9007 -18.1659 -23.7310
H 23.6061 -17.5817 -23.6862
H 23.0989 -18.9483 -22.7112
H 23.4781 -18.7051 -25.7615
H 22.4625 -20.0073 -25.0974
H 24.2804 -20.6902 -23.9449
C 17.8739 -15.7719 -28.5348
C 19.3475 -16.2150 -28.5122
O 19.7730 -16.3575 -27.1688
H 17.1863 -16.4542 -28.0368
H 17.5427 -15.6530 -29.5686
H 17.7868 -14.8041 -28.0434
H 20.0583 -15.5556 -29.0140
H 19.4251 -17.1925 -28.9919
H 20.1201 -15.5018 -26.8942
C 24.9218 -12.2711 -26.9772
C 25.7706 -13.0437 -25.9134
O 25.6876 -12.3836 -24.6409
H 24.9686 -12.8129 -27.9212
H 25.3309 -11.2630 -27.0227
H 23.8755 -12.2247 -26.6764
H 26.7892 -13.1399 -26.2944
H 25.4023 -14.0571 -25.7408
H 26.3823 -12.7883 -24.1129
C 23.0772 -9.4829 -27.7761
C 24.0295 -8.4595 -27.2015
O 23.5642 -7.8382 -26.0257
H 22.1783 -9.0406 -28.2049
H 22.7527 -10.1635 -26.9865
H 23.5519 -10.1436 -28.5024
H 24.2231 -7.6788 -27.9389
H 25.0157 -8.8987 -27.0279
H 23.6310 -8.4689 -25.3032
*
```

Properties
LUMO energy = 0.16 eV
Frontier orbital gap = 9.60 eV

It turns out version b is the most stable, with the second structure 37.3 kJ/mol higher.